(1)
C16H19N5OS | wB97M-V/def2-TZVPD

Each line ends with the Löwdin charge.
CARTESIAN COORDINATES (ANGSTROEM)
1 H -0.699 0.862 0.931  -0.0207
2 H 0.663 3.729 1.398  0.1826
3 C 1.255 2.542 4.304  -0.1487
4 C 1.008 4.614 3.320  -0.4367
5 C 0.546 2.031 3.200  -0.2315
6 C -0.399 -1.606 -1.830  -0.2879
7 N 0.754 -2.053 -2.025  -0.0210
8 H 1.693 -0.658 -0.394  0.1460
9 C 1.519 -4.652 -4.197  -0.1664
10 H -2.041 -4.437 -4.303  0.0876
11 N -0.906 -0.522 -0.990  0.1493
12 H 0.265 4.942 4.194  0.1424
13 C -1.377 -2.166 -2.558  -0.0769
14 N -3.188 -0.996 -1.606  -0.0563
15 H -2.204 1.480 2.833  0.1107
16 H 0.564 2.912 5.259  0.2058
17 C 0.279 -5.013 -4.513  -0.0770
18 H -0.886 2.300 0.356  0.0762
19 C 1.939 -1.510 -1.284  0.0215
20 H 2.346 -2.336 -0.659  0.0881
21 O 1.647 3.765 3.775  -0.0673
22 H 1.378 5.603 2.849  0.1592
23 C -1.369 1.540 0.941  -0.3862
24 C -0.119 3.972 2.438  -0.1468
25 H 2.757 -1.058 -1.912  0.0949
26 N -2.863 -2.018 -2.276  0.1435
27 S -2.778 0.887 -0.081  1.0761
28 C -1.675 2.194 2.229  -0.2840
29 H 0.045 0.945 3.842  0.2160
30 H -2.543 2.850 2.185  0.1272
31 H 1.931 1.999 4.666  0.0537
32 H 2.767 -3.509 -3.113  0.1972
33 C -2.352 -0.215 -1.107  -0.7995
34 C 0.783 -3.055 -2.790  -0.2842
35 N -0.668 2.746 3.092  -0.1231
36 C 1.576 -3.690 -3.434  -0.1563
37 H 2.136 -5.431 -4.482  0.1088
38 C -0.596 -3.133 -3.224  -0.0625
39 H -0.298 -5.848 -5.296  0.1625
40 C -0.993 -4.261 -4.131  0.0714
41 H -0.895 4.620 2.024  0.1130
42 H 0.998 1.635 2.371  0.0993

Atomic forces in eV per Å
4.48 -5.31 0.64
-2.45 -0.03 2.23
-6.37 7.23 0.51
-13.81 10.81 -3.24
-6.16 -7.73 4.95
-8.37 8.38 4.74
8.05 5.54 6.24
-0.05 -2.33 -2.96
-2.69 -7.91 -6.02
0.12 -0.41 -0.53
-0.43 -1.08 -2.18
0.67 0.97 -0.69
-4.27 -1.64 -0.02
-4.46 -2.61 -2.08
0.10 -1.15 0.69
1.01 -1.49 -2.26
-11.17 -1.93 -3.72
0.06 0.52 -0.90
0.34 1.45 2.64
-0.01 0.42 -0.71
14.75 -8.93 5.45
0.34 -1.87 0.65
-2.83 4.45 -2.60
2.24 0.57 -3.71
-1.14 -0.69 0.29
4.67 -1.13 -2.35
-3.51 6.03 5.06
-3.10 -1.40 1.87
1.51 2.06 -2.03
0.45 0.97 -0.61
6.32 -3.84 2.51
-2.67 0.03 -0.51
11.90 -3.19 0.42
-11.85 2.28 -0.37
1.17 3.39 -3.33
16.82 1.91 2.78
2.58 -0.41 -0.46
-3.17 -5.80 -3.62
3.21 1.62 2.13
6.15 2.47 2.81
0.08 0.13 0.45
1.52 -0.38 -2.16

For the orbital gap, the calculation gives 7.03 eV. As for the relative energy (zero: lowest compared OMol25 entry of this formula, charge and spin): 17.656 eV. The value obtained for the max |F| is 18.08 eV/A.



(2)
C12H14NO2 | wB97M-V/def2-TZVPD

Each line ends with the Löwdin charge.
CARTESIAN COORDINATES (ANGSTROEM)
1 H 1.421 0.868 -3.427  0.1054
2 C 0.579 -0.391 0.520  -0.0272
3 O -0.597 2.193 -0.050  -0.0311
4 H -1.016 -2.198 3.581  0.1207
5 C 2.014 0.740 -2.525  -0.0318
6 H 3.670 0.050 -0.422  0.1375
7 C -1.793 2.896 0.136  -0.0844
8 C 2.669 -0.270 1.518  0.0311
9 H -3.039 -0.158 0.116  0.1286
10 C -0.607 -1.653 2.745  -0.0337
11 H 2.979 0.305 -2.791  0.0957
12 C -0.894 -0.732 0.423  -0.1232
13 C -1.779 1.527 -0.392  -0.3019
14 C -1.306 -1.556 1.587  -0.0102
15 C -2.156 0.354 0.477  -0.0184
16 C 0.688 -1.105 2.865  0.0853
17 H -2.281 0.674 1.510  0.1263
18 H -1.918 1.378 -1.460  0.1526
19 H -1.961 3.728 -0.536  0.1212
20 H 1.247 -1.230 3.781  0.1400
21 H 3.456 -0.278 2.244  0.1248
22 H -1.054 -1.238 -0.534  0.1655
23 O 1.245 -0.147 -1.724  -0.0574
24 H -2.289 -1.999 1.525  0.1350
25 C 2.798 -0.106 0.181  0.0003
26 H 2.145 1.704 -2.034  0.1058
27 C 1.279 -0.526 1.768  -0.1468
28 H -2.085 3.064 1.166  0.1224
29 N 1.558 -0.207 -0.397  -0.0318

Atomic forces in eV per Å
0.03 -0.03 0.06
0.08 -0.14 0.29
1.36 -0.24 0.16
-0.12 -0.01 0.05
0.40 0.47 -0.11
0.11 0.04 -0.11
-0.78 0.37 -0.07
-0.05 0.06 -0.24
-0.07 -0.14 0.00
-0.61 -0.25 -0.09
-0.02 -0.02 0.08
-0.14 -0.14 -0.33
-0.84 -0.18 -0.19
0.36 -0.18 0.27
2.23 0.29 -0.19
0.19 0.24 -0.69
-0.07 -0.01 0.00
0.00 0.02 -0.03
0.01 0.03 -0.04
0.08 0.00 0.11
0.21 0.01 0.10
-0.03 -0.14 0.10
-0.49 -0.63 0.25
-0.10 -0.01 0.01
0.81 -0.01 0.44
-0.04 0.00 0.04
0.02 0.21 -0.18
-0.01 -0.03 0.07
-2.51 0.42 0.26

As for the SMILES: CO[N+]1=C2C(=CC=C[C@H]2C[C@H]2CO2)C=C1. For the orbital gap, the calculation gives 7.77 eV. The charge is +1. As for the relative energy (zero: lowest compared OMol25 entry of this formula, charge and spin): 2.095 eV. The value obtained for the max |F| is 2.55 eV/A.



(3)
C38H45AlNO8PSSi | wB97M-V/def2-TZVPD

Each line ends with the Löwdin charge.
CARTESIAN COORDINATES (ANGSTROEM)
1 H -3.773 1.769 -1.980  0.0631
2 H 0.129 -3.984 1.467  0.1075
3 H -4.053 -0.214 4.409  0.0848
4 O -3.695 -0.517 -0.575  -0.1338
5 C -4.973 1.800 1.756  -0.0223
6 Al 0.137 0.162 0.088  -0.1818
7 C 2.701 -1.851 -1.255  -0.2521
8 C -5.546 -0.613 2.166  -0.0198
9 H -5.899 2.173 2.196  0.0944
10 C 2.682 5.002 2.535  -0.1384
11 H -3.597 1.473 4.107  0.0945
12 H 0.944 2.456 1.231  0.0579
13 H -2.384 -1.684 -2.573  0.0725
14 O 1.608 0.699 -0.777  -0.1535
15 H -1.998 -3.847 -5.050  0.1067
16 H -2.404 -4.136 1.333  0.1012
17 C 2.511 0.531 -3.748  -0.0728
18 H 3.351 -3.383 -2.612  0.1059
19 C -4.519 1.023 -2.262  -0.0285
20 H 1.648 -2.494 -5.009  0.0924
21 C 1.589 4.255 2.146  0.0237
22 C 0.511 -3.051 -2.885  -0.3705
23 C 2.070 -1.501 -4.945  -0.0956
24 H 2.841 -1.604 -6.940  0.1024
25 C -1.220 -3.993 -4.310  -0.0788
26 H -3.379 -2.674 1.098  0.0793
27 C 4.784 -2.751 0.378  -0.0630
28 Si -2.596 0.061 0.461  -0.0514
29 C 0.060 -3.019 0.964  -0.0133
30 H -6.531 -0.334 2.549  0.0936
31 C 0.776 -4.337 -2.412  -0.1020
32 H 2.425 1.132 -2.857  0.0927
33 H -4.737 1.136 -3.326  0.0936
34 N 2.464 6.325 3.153  -0.3477
35 C 3.523 -2.910 -1.653  -0.0951
36 H 1.540 -4.500 -1.667  0.0934
37 C 3.316 0.266 -6.004  -0.0910
38 H -4.680 -2.423 -2.110  0.0884
39 C -1.267 -2.108 2.840  -0.0006
40 C 4.046 -1.640 0.739  -0.0207
41 C -2.430 -3.158 0.852  -0.0049
42 C 3.977 4.552 2.346  0.0136
43 C -4.364 0.716 3.928  -0.0247
44 O -1.257 -1.021 0.618  -0.1710
45 C 4.558 -3.356 -0.852  -0.0743
46 O 1.382 -0.042 1.325  -0.0401
47 C 2.748 -0.996 -6.047  -0.0846
48 H -5.134 1.638 0.686  0.0724
49 H 3.638 2.013 -4.799  0.1051
50 H 0.290 -6.421 -2.506  0.1043
51 C 1.942 -0.748 -3.776  -0.3079
52 C 0.061 -5.432 -2.887  -0.0796
53 O 4.546 1.122 0.185  0.1274
54 O -3.250 0.103 1.934  -0.1323
55 H -0.441 -1.448 3.115  0.1027
56 C 1.796 3.027 1.541  0.0130
57 H 0.592 4.637 2.310  0.1233
58 C 3.193 1.027 -4.850  -0.0771
59 C -0.938 -5.267 -3.834  -0.0883
60 H -0.739 -1.910 -4.206  0.0980
61 C 4.170 3.328 1.736  0.0076
62 H -2.382 -3.298 -0.231  0.0957
63 O 1.315 6.675 3.353  0.0748
64 C 2.349 0.176 0.308  -0.4960
65 P 1.177 -1.451 -2.233  1.1646
66 C -2.757 -0.684 -2.814  -0.0371
67 H -1.491 -6.123 -4.200  0.1020
68 H -5.437 1.210 -1.699  0.0855
69 C -5.077 -1.415 -2.258  -0.0236
70 H -5.229 -1.532 2.665  0.0890
71 H 4.267 -1.124 1.667  0.1288
72 O 3.445 6.990 3.431  0.0751
73 H -1.968 0.044 -2.614  0.0678
74 C 3.036 -1.148 -0.084  -0.1308
75 C -0.510 -2.903 -3.831  -0.1540
76 C 3.085 2.556 1.318  -0.0929
77 H 3.853 0.653 -6.862  0.1017
78 H 0.912 -2.405 1.264  0.0829
79 H 5.563 -3.120 1.035  0.1063
80 C -1.246 -2.341 1.334  -0.5382
81 H 5.168 2.953 1.561  0.1217
82 H -5.302 1.047 4.380  0.0916
83 C -3.998 -0.381 -1.984  -0.6252
84 H 0.093 -3.189 -0.111  0.0625
85 S -1.482 1.714 -0.138  0.6513
86 H -3.001 -0.646 -3.879  0.1004
87 H -5.919 -1.270 -1.577  0.0859
88 C -4.545 0.504 2.433  -0.6265
89 H -5.622 -0.804 1.094  0.0744
90 H -1.131 -3.066 3.344  0.0992
91 H -4.195 2.560 1.876  0.0943
92 H 5.183 -4.179 -1.180  0.1045
93 H -5.437 -1.325 -3.285  0.0925
94 H 4.807 5.165 2.665  0.1201
95 H -2.199 -1.661 3.170  0.0723
96 C 3.426 1.268 0.605  -0.2183

Atomic forces in eV per Å
-0.04 -0.01 -0.04
-0.05 0.02 -0.01
-0.01 0.05 -0.02
-0.05 0.07 -0.01
0.16 0.00 -0.11
-0.14 0.23 -0.29
-0.02 0.08 0.03
0.05 -0.03 -0.05
0.02 -0.02 -0.04
0.05 -0.08 -0.08
-0.06 -0.04 0.01
-0.17 -0.09 -0.05
-0.06 0.13 -0.02
0.13 0.05 0.25
0.02 0.00 0.02
0.01 0.02 0.01
-0.12 -0.12 -0.05
-0.06 -0.05 -0.01
0.04 0.04 0.15
0.05 -0.01 0.01
-0.17 0.09 0.04
0.01 -0.01 0.18
0.05 0.03 0.02
-0.02 0.01 0.02
0.03 0.08 0.02
0.04 -0.05 0.00
0.06 -0.05 0.02
-0.15 0.02 -0.13
0.05 0.19 -0.20
0.06 -0.02 -0.02
-0.05 0.09 -0.05
0.00 0.04 0.15
0.00 -0.01 0.06
-0.04 0.16 0.16
-0.10 0.05 0.05
0.06 0.03 0.06
0.00 0.01 0.00
-0.04 0.05 -0.01
0.01 0.28 -0.17
-0.10 0.07 -0.03
-0.12 0.25 -0.13
0.07 0.15 0.06
0.10 0.01 0.02
-0.16 -0.07 0.07
0.04 -0.05 0.02
0.26 -0.08 -0.14
-0.03 -0.03 0.00
-0.02 0.03 0.08
-0.04 -0.03 0.00
-0.02 0.06 -0.02
0.06 0.00 0.09
-0.01 -0.02 0.04
0.04 -0.05 -0.05
-0.07 -0.12 0.12
-0.02 -0.05 0.03
0.13 -0.02 -0.01
0.01 -0.01 -0.01
-0.01 0.01 0.05
0.04 -0.04 0.02
0.00 -0.07 -0.01
-0.01 -0.04 -0.02
0.00 -0.01 0.05
0.21 -0.11 -0.08
0.34 -0.06 -0.14
0.04 -0.04 -0.10
-0.05 -0.02 0.21
0.02 0.03 0.01
0.05 -0.01 -0.04
-0.06 -0.08 0.03
-0.02 0.05 -0.03
0.01 -0.02 -0.06
-0.14 -0.16 -0.08
0.01 0.01 -0.03
-0.13 0.13 -0.08
0.07 -0.01 -0.04
-0.03 -0.03 0.05
-0.02 0.00 0.03
-0.05 -0.09 0.00
-0.03 0.04 -0.06
0.28 -0.29 0.28
0.02 0.02 -0.01
0.05 -0.02 -0.02
0.08 -0.05 -0.11
0.07 -0.06 -0.08
0.03 -0.19 -0.04
0.02 -0.03 0.05
0.03 0.00 -0.06
-0.10 0.05 -0.01
-0.02 0.01 0.06
0.01 0.01 -0.04
-0.09 -0.04 0.02
-0.04 0.03 0.01
0.03 -0.03 0.05
0.01 -0.01 0.00
-0.05 0.02 0.01
-0.22 -0.12 0.14

For the orbital gap, the calculation gives 7.64 eV. As for the relative energy (zero: lowest compared OMol25 entry of this formula, charge and spin): 0.662 eV. The value obtained for the max |F| is 0.49 eV/A.



(4)
C15H27N4O3 | wB97M-V/def2-TZVPD

Each line ends with the Löwdin charge.
CARTESIAN COORDINATES (ANGSTROEM)
1 C -2.630 -0.257 -0.580  -0.0693
2 N -2.909 -4.082 -0.275  0.0639
3 O 2.185 1.561 1.638  -0.0029
4 C 0.030 0.018 -0.880  -0.1447
5 H -0.473 -1.109 -2.806  0.0959
6 H -3.924 -2.290 1.401  0.0846
7 H 0.745 0.869 -0.663  0.1000
8 H 4.051 1.273 0.804  0.1269
9 H 2.837 -2.324 -0.585  0.0962
10 C 3.193 1.939 0.687  -0.1740
11 H 2.053 -0.901 -3.532  0.1302
12 N -2.923 -2.474 1.461  0.0852
13 H -4.809 2.368 0.560  0.1451
14 H -0.552 -2.833 1.246  0.0869
15 C -3.894 1.818 0.224  -0.0072
16 H -4.886 -0.105 -0.143  0.1268
17 C 1.708 -1.074 -2.465  -0.2111
18 N -0.838 -2.943 0.263  0.0752
19 H 0.308 -0.789 -0.149  0.1009
20 H 1.633 -2.186 -2.346  0.1224
21 H -2.693 3.524 0.529  0.1747
22 H -3.716 -1.969 -1.333  0.1309
23 H -2.003 -2.003 -1.876  0.1075
24 C -1.520 1.962 -0.129  0.0433
25 H 4.223 3.131 3.069  0.1387
26 H -2.418 -1.753 1.977  0.0822
27 C -2.655 -1.750 -1.003  -0.0791
28 C 3.041 -1.227 -0.488  -0.1052
29 H 0.268 0.506 -3.092  0.1235
30 H 4.535 3.667 0.703  0.1234
31 H 2.820 4.049 0.529  0.1186
32 C -1.394 0.556 -0.544  -0.0644
33 C 2.259 2.374 2.729  -0.4836
34 C 3.532 3.378 1.018  -0.1517
35 H -0.575 -3.904 0.036  0.0785
36 C -2.322 -2.781 0.165  -0.6246
37 H -0.597 2.585 -0.084  0.1483
38 H 2.800 1.832 -0.324  0.1117
39 N -2.711 2.550 0.228  0.0742
40 H -2.742 -4.139 -1.285  0.0760
41 H 4.104 -1.012 -0.172  0.1014
42 H 2.404 -0.859 0.380  0.0781
43 C -3.904 0.419 -0.182  0.0435
44 O 1.589 2.231 3.710  0.1261
45 H 2.978 4.402 2.852  0.1301
46 C 0.264 -0.377 -2.389  -0.1257
47 H -2.471 -4.858 0.223  0.0837
48 O 2.674 -0.437 -1.628  -0.2191
49 C 3.324 3.424 2.523  -0.0718

Atomic forces in eV per Å
-0.17 1.80 0.39
0.06 1.49 -0.53
-0.28 0.06 0.09
-0.29 1.16 0.06
0.56 0.66 0.52
0.41 -0.06 0.03
-0.76 -0.95 -0.19
-0.05 0.03 0.01
0.42 0.93 -0.27
0.24 0.06 -0.39
-0.25 -0.33 1.13
0.81 0.09 -0.43
1.01 -0.68 -0.44
-0.13 0.03 -0.51
0.55 -1.45 -0.47
1.07 0.39 -0.18
-0.65 0.77 -1.86
-0.27 0.43 1.09
-0.53 0.56 -1.04
0.14 0.98 0.39
-0.19 -0.37 -0.11
1.08 0.24 0.44
-0.38 0.59 0.87
0.06 -1.91 -0.51
-0.09 0.05 0.10
-0.40 -0.11 -0.23
-1.06 0.15 0.03
-0.44 0.75 1.67
-0.12 -0.68 1.05
-0.07 -0.08 -0.03
0.07 -0.04 -0.01
-1.66 1.00 0.61
0.10 0.11 0.88
0.24 0.32 -0.09
-0.29 0.44 -0.05
-0.03 -1.44 -0.24
-1.04 -0.47 0.02
-0.04 -0.22 0.12
0.06 -2.34 -0.57
-0.08 -0.55 0.51
-1.04 -0.40 -0.77
0.71 -0.59 -0.70
2.14 1.62 0.31
-0.19 -0.25 -0.53
0.08 -0.17 0.31
1.02 -0.66 0.30
-0.18 0.29 -0.21
-0.12 -1.45 -0.01
-0.03 0.19 -0.56

For the orbital gap, the calculation gives 7.88 eV. The charge is +1. As for the relative energy (zero: lowest compared OMol25 entry of this formula, charge and spin): 2.147 eV. The value obtained for the max |F| is 2.70 eV/A.



(5)
CH6N3 | wB97M-V/def2-TZVPD

Each line ends with the Löwdin charge.
CARTESIAN COORDINATES (ANGSTROEM)
1 H -0.381 -1.146 -2.097  0.1577
2 N 0.425 0.823 1.520  0.1108
3 H -0.159 1.905 -0.411  0.0251
4 C 0.004 -0.888 -0.195  -0.0799
5 H -0.479 -2.568 -1.052  0.1127
6 H 1.333 0.696 2.024  0.1623
7 N -0.306 -1.634 -1.209  0.2421
8 N 0.371 -0.153 0.602  0.0677
9 H -0.431 1.061 2.006  0.1371
10 H -0.377 1.905 -1.188  0.0644

Atomic forces in eV per Å
-0.09 -0.63 -0.10
2.17 -1.23 -0.43
-0.57 0.24 -2.10
-0.31 -0.59 -1.01
-0.59 -2.45 -0.10
-1.47 0.70 -0.15
0.68 3.09 0.29
-0.30 1.21 1.72
0.01 -0.39 0.06
0.48 0.05 1.83

For the orbital gap, the calculation gives 12.17 eV. The charge is +1. As for the relative energy (zero: lowest compared OMol25 entry of this formula, charge and spin): 4.393 eV. The value obtained for the max |F| is 3.18 eV/A.



Q: Which of these has the highest relative energy (zero: lowest compared OMol25 entry of this formula, charge and spin)?
A: C16H19N5OS